(1)
3 unconnected molecules or ions with the total composition C25H50Cl2N2O4, computed with ωB97M-V with the def2-TZVPD basis set.

The geometry in XYZ format:
```
83
Properties=species:S:1:pos:R:3:forces:R:3:lowdin_spin:R:1
C 4.638 0.907 -3.703 -0.04 0.06 -0.16 0.00
O 4.373 -0.081 -2.728 0.20 -0.05 0.05 0.00
C 3.199 0.153 -1.993 0.01 0.27 0.29 0.00
C 1.935 -0.411 -2.621 -0.25 0.15 0.23 0.00
O 1.423 0.516 -3.553 -0.03 0.20 -0.10 0.00
C 0.014 0.603 -3.539 -0.25 -0.04 -0.08 0.00
C 2.086 -1.788 -3.276 -0.19 -0.58 0.26 0.00
Cl 2.791 -1.633 -4.902 0.08 -0.11 -0.21 0.00
C 2.898 -2.784 -2.435 0.09 -0.02 0.02 0.00
C 2.401 -2.947 -0.994 -0.02 -0.05 -0.02 0.00
Cl 2.820 -4.416 -3.212 0.03 0.03 -0.01 0.00
H 5.509 0.573 -4.271 -0.10 0.06 0.07 0.00
H 4.864 1.865 -3.217 -0.02 -0.04 -0.08 0.00
H 3.788 1.034 -4.383 0.15 0.01 0.06 0.00
H 3.351 -0.265 -0.994 -0.02 -0.06 -0.16 0.00
H 3.020 1.230 -1.854 0.09 -0.12 0.01 0.00
H 1.188 -0.523 -1.818 0.19 0.00 0.04 0.00
H -0.306 1.051 -4.483 0.08 -0.05 0.13 0.00
H -0.445 -0.390 -3.447 -0.01 0.14 -0.04 0.00
H -0.341 1.224 -2.705 0.05 -0.12 -0.06 0.00
H 1.087 -2.217 -3.429 0.19 0.13 -0.02 0.00
H 3.958 -2.519 -2.481 -0.29 0.11 0.08 0.00
H 3.199 -3.346 -0.361 -0.13 0.00 -0.16 0.00
H 2.074 -2.001 -0.560 0.09 -0.02 -0.01 0.00
H 1.561 -3.648 -0.963 0.09 0.17 -0.02 0.00
C 1.623 0.668 4.621 -0.04 -0.01 -0.06 0.00
C 2.630 0.809 3.465 -0.18 -0.08 0.01 0.03
C 3.721 1.838 3.783 0.11 0.03 0.05 0.02
C 3.233 3.283 3.756 -0.06 -0.04 0.00 0.00
C 2.545 3.604 2.432 0.09 0.09 0.00 0.02
C 1.408 2.635 2.096 -0.17 -0.13 0.00 0.03
N 1.960 1.240 2.190 0.10 0.50 0.48 0.40
O 2.561 0.861 1.139 0.08 -0.37 -0.54 0.50
C 0.214 2.855 3.027 0.03 -0.05 -0.01 0.00
C 0.934 2.838 0.663 -0.04 0.12 -0.04 0.00
C 3.265 -0.551 3.207 0.06 -0.07 0.07 0.00
H 1.881 -0.204 5.220 0.04 0.03 0.03 0.00
H 1.619 1.530 5.286 -0.02 0.03 -0.02 0.00
H 0.611 0.519 4.250 0.00 -0.06 -0.01 0.00
H 4.523 1.722 3.047 -0.03 -0.02 -0.03 0.00
H 4.143 1.588 4.760 0.04 0.03 0.01 0.00
H 2.559 3.479 4.595 -0.02 -0.02 0.00 0.00
H 4.085 3.951 3.892 0.00 0.02 0.02 0.00
H 2.134 4.617 2.444 0.04 0.03 0.00 0.00
H 3.282 3.565 1.624 -0.02 -0.05 -0.01 0.00
H -0.537 2.082 2.876 -0.07 -0.03 -0.02 0.00
H -0.236 3.818 2.782 0.00 0.00 -0.01 0.00
H 0.478 2.879 4.080 0.01 0.00 0.01 0.00
H 1.756 2.780 -0.045 0.01 -0.01 0.00 0.00
H 0.473 3.824 0.589 -0.01 -0.01 -0.02 0.00
H 0.193 2.085 0.388 -0.01 0.00 0.02 0.00
H 2.511 -1.279 2.903 -0.01 0.00 0.02 0.00
H 3.725 -0.892 4.135 0.00 -0.02 -0.01 0.00
H 4.024 -0.502 2.433 0.00 0.00 -0.02 0.00
C -4.321 -1.895 1.424 0.06 -0.03 -0.04 0.00
C -3.949 -0.676 0.560 0.13 -0.16 0.03 0.03
C -5.191 0.108 0.122 -0.09 0.09 0.02 0.02
C -6.025 -0.605 -0.938 0.04 -0.05 0.02 0.00
C -5.167 -0.991 -2.140 -0.09 0.05 -0.04 0.02
C -3.937 -1.822 -1.760 0.12 -0.13 0.10 0.03
N -3.201 -1.077 -0.681 -0.67 -0.09 -0.04 0.40
O -2.410 -0.187 -1.124 0.50 0.23 -0.07 0.50
C -4.342 -3.231 -1.321 0.06 0.03 0.04 0.00
C -2.996 -1.949 -2.948 -0.05 -0.04 -0.14 0.00
C -3.028 0.225 1.369 0.02 0.09 0.14 0.00
H -4.194 -1.644 2.477 -0.05 0.03 0.00 0.00
H -5.355 -2.211 1.288 0.00 -0.02 -0.04 0.00
H -3.675 -2.744 1.213 0.05 0.01 0.04 0.00
H -4.862 1.073 -0.275 0.04 -0.02 -0.01 0.00
H -5.789 0.314 1.013 -0.04 0.03 -0.02 0.00
H -6.514 -1.488 -0.517 0.02 -0.02 0.01 0.00
H -6.828 0.057 -1.266 -0.03 -0.01 0.01 0.00
H -5.751 -1.563 -2.865 -0.04 0.03 -0.02 0.00
H -4.827 -0.082 -2.645 0.05 0.00 0.02 0.00
H -3.481 -3.774 -0.930 0.00 -0.02 -0.02 0.00
H -4.711 -3.767 -2.196 0.00 0.00 -0.01 0.00
H -5.128 -3.248 -0.574 -0.02 0.01 0.01 0.00
H -2.740 -0.979 -3.363 0.00 0.00 0.01 0.00
H -3.491 -2.542 -3.719 0.02 -0.01 -0.01 0.00
H -2.074 -2.455 -2.660 0.00 -0.01 0.01 0.00
H -2.103 -0.297 1.621 -0.01 0.00 0.02 0.00
H -3.543 0.494 2.293 0.03 0.01 0.00 0.00
H -2.773 1.131 0.828 0.02 0.01 -0.02 0.00
```
Forces are in eV/Å.

Calculated values
E_LUMO (alpha / beta), eV: 0.55 / 0.41
Orbital gap (alpha / beta), eV: 8.6806 / 9.5698
Multiplicity: 3

(2)
A molecular structure, C25H50N2O2P2Pd, computed with ωB97M-V with the def2-TZVPD basis set.

The geometry in XYZ format:
```
82
Properties=species:S:1:pos:R:3:forces:R:3:lowdin_spin:R:1
Pd 0.393 0.192 -0.503 0.59 0.11 -1.24 0.82
C 1.027 -1.509 -1.417 2.34 -5.92 -3.06 0.13
O 1.396 -2.520 -1.871 -1.76 4.78 2.18 0.02
C -0.395 1.648 0.687 -2.07 5.60 2.36 0.10
O -0.843 2.540 1.290 2.01 -3.29 -3.16 0.02
P -1.684 0.109 -1.894 -3.43 -0.13 -3.43 0.34
C -3.198 -0.622 -1.072 0.52 -0.01 0.96 0.05
H -4.026 -0.522 -1.783 0.36 0.21 -0.03 0.01
C -2.313 1.726 -2.640 0.68 1.05 0.63 0.07
H -2.148 2.438 -1.820 -0.03 0.15 -0.17 0.00
C -1.488 -0.986 -3.408 1.08 -0.42 0.42 0.05
H -1.218 -1.950 -2.961 -0.11 -0.09 -0.08 0.00
C 3.986 -0.462 -0.304 -0.74 -0.40 -1.19 0.06
P 2.591 0.313 0.688 4.09 0.45 1.54 0.35
H 3.568 -0.214 2.847 -0.05 0.29 -0.30 0.01
H 3.637 -1.495 -0.424 0.11 0.02 0.03 0.00
C 3.282 2.022 1.096 -0.93 1.02 0.14 0.09
H 4.361 1.828 1.152 -0.01 -0.52 -0.07 0.03
C -1.544 2.224 -3.875 0.44 0.02 0.09 0.00
H -2.030 1.895 -4.798 0.12 -0.03 0.21 0.00
H -0.505 1.891 -3.900 -0.12 0.32 0.00 0.00
H -1.544 3.321 -3.879 -0.09 -0.24 0.03 0.00
C -3.816 1.717 -2.946 -0.58 -0.66 0.31 0.04
H -4.034 2.475 -3.708 0.19 -0.08 0.22 0.01
H -4.412 1.938 -2.060 -0.03 0.00 -0.09 0.00
H -4.138 0.748 -3.336 -0.08 0.40 -0.12 0.00
C -2.736 -1.189 -4.280 -0.57 0.30 0.27 0.03
H -3.623 -1.461 -3.700 0.09 -0.07 -0.18 0.00
H -2.547 -1.996 -4.998 0.17 0.09 0.21 0.01
H -2.964 -0.288 -4.859 0.06 -0.18 0.10 0.00
C -0.308 -0.534 -4.279 0.15 -0.28 -0.27 0.00
H 0.157 -1.409 -4.748 -0.08 0.18 0.07 0.00
H 0.451 -0.014 -3.693 0.24 0.01 -0.12 0.00
H -0.637 0.136 -5.081 0.17 -0.26 0.26 0.00
C -3.004 -2.111 -0.761 0.01 -0.07 -0.06 0.01
H -3.368 -2.754 -1.567 0.14 0.05 0.14 0.00
H -3.549 -2.373 0.154 -0.01 -0.03 -0.22 0.00
H -1.945 -2.345 -0.597 -0.02 -0.21 -0.05 0.01
C -3.546 0.159 0.201 -0.09 0.22 -0.03 0.01
H -2.779 0.010 0.968 -0.61 0.09 -0.37 0.00
H -4.505 -0.190 0.604 0.14 0.10 -0.10 0.00
H -3.624 1.235 0.019 -0.12 -0.06 0.03 0.00
C 5.370 -0.491 0.360 0.03 0.23 0.72 0.03
H 5.320 -0.555 1.451 0.18 -0.03 -0.13 0.00
H 5.955 0.394 0.092 -0.17 -0.03 0.06 0.00
H 5.924 -1.368 0.001 -0.23 0.13 0.00 0.01
C 4.089 0.156 -1.705 0.04 0.14 0.07 0.00
H 4.370 1.214 -1.655 0.07 -0.33 -0.08 0.00
C 1.444 -0.363 3.155 0.33 -0.02 0.43 0.01
H 3.147 0.080 -2.250 -0.02 0.02 -0.18 0.00
H 4.864 -0.366 -2.279 -0.19 0.07 0.11 0.00
C 2.915 -2.115 2.087 0.01 -0.12 0.04 0.00
H 0.697 -1.143 2.978 0.74 0.04 0.35 0.00
H 1.702 -0.372 4.221 -0.05 -0.03 -0.14 0.00
H 0.975 0.598 2.926 0.43 -0.02 0.24 0.00
C 2.700 -0.613 2.311 -0.66 -0.28 -0.34 0.05
H 2.527 -2.677 2.945 0.18 0.08 -0.14 0.00
H 3.972 -2.368 1.967 -0.22 0.00 -0.02 0.00
H 2.384 -2.460 1.193 -0.02 -0.15 0.11 0.00
C 2.827 2.611 2.442 -0.04 -0.37 -0.08 0.01
H 1.751 2.810 2.439 0.07 0.13 0.00 0.00
H 3.335 3.569 2.604 -0.08 -0.18 -0.08 0.00
H 3.051 1.967 3.294 0.06 0.09 -0.04 0.00
C 3.057 3.056 -0.014 -0.04 -0.23 -0.18 0.01
H 3.244 2.637 -1.003 0.00 0.24 0.05 0.00
H 3.738 3.903 0.137 -0.17 -0.17 -0.05 0.00
H 2.034 3.443 0.001 0.06 0.03 0.07 0.00
H 0.044 -0.949 0.983 3.00 -0.82 -1.46 0.12
H -0.679 -0.983 0.547 0.22 -1.12 -4.37 0.13
N -3.148 -1.456 5.441 1.38 0.65 -2.19 0.57
C -2.438 -1.165 4.250 -2.18 -0.59 3.70 0.03
C -2.191 -2.126 3.325 0.84 -1.30 -2.43 0.07
C -1.483 -1.820 2.170 0.49 1.13 -0.29 -0.06
N -0.872 -0.462 1.715 -7.78 -1.36 12.14 0.48
C -1.242 0.404 2.825 -0.70 -1.41 0.92 0.06
C -1.958 0.087 3.997 0.55 1.54 -0.50 0.18
H -3.497 -2.408 5.627 0.03 0.29 0.05 0.01
H -3.323 -0.722 6.144 -0.02 -0.28 -0.12 0.01
H -2.544 -3.138 3.484 0.15 -0.15 -0.29 0.00
H -1.359 -2.691 1.532 0.48 0.51 -0.51 0.00
H -0.956 1.403 2.981 0.85 0.92 -1.06 0.00
H -2.127 0.861 4.739 0.21 0.27 -0.21 0.01
```
Forces are in eV/Å.

Calculated values
E_LUMO (alpha / beta), eV: -13.98 / -17.16
Charge: +4
Orbital gap (alpha / beta), eV: 4.9524 / 3.6518
Multiplicity: 5
ΔE to the lowest compared entry with this formula, charge and spin, kcal per mole: 170.7

(3)
3 unconnected molecules or ions with the total composition C25H50N3O7P2S, computed with ωB97M-V with the def2-TZVPD basis set.

The geometry in XYZ format:
```
88
Properties=species:S:1:pos:R:3:forces:R:3:mulliken_charge:R:1
O -2.345 4.474 0.605 0.65 0.25 -0.44 -0.47
N -1.310 4.019 0.261 -0.38 -0.23 1.07 0.28
O -1.334 3.658 -1.060 -1.02 -0.81 -0.26 -0.22
C -0.687 2.385 -1.297 1.37 -1.72 -2.40 1.28
C -1.146 1.116 -0.501 -1.27 -0.09 1.23 0.16
C -2.654 1.207 0.049 0.67 -0.36 0.61 -1.01
C -2.618 0.951 1.622 0.19 0.20 -1.07 -0.46
S -2.783 -0.864 1.965 -0.24 -0.12 0.50 -0.23
O -1.093 2.041 -2.646 1.01 1.05 1.14 -0.62
P 0.255 1.303 -3.484 1.91 -5.21 -1.42 0.06
O -0.752 0.420 -4.611 -1.08 2.04 0.77 -0.62
P 0.577 2.940 -4.935 -1.77 0.11 -1.61 0.46
O 0.280 2.489 -6.352 0.88 0.51 0.84 -0.67
O 1.521 1.760 -2.359 -1.65 1.73 2.04 0.20
C 0.870 2.700 -1.484 0.75 1.72 -1.30 -0.59
C 1.739 3.245 -0.292 0.55 -0.89 0.40 -0.94
C 1.516 2.549 1.091 0.40 0.21 -0.18 0.45
O 1.005 3.203 1.980 0.26 -0.73 -0.18 -0.60
C 1.960 1.074 1.356 -0.47 -0.40 0.39 0.23
C 1.254 0.414 2.466 1.88 -1.11 -1.67 -0.63
C 1.594 -0.972 2.728 0.36 1.67 -1.25 -0.60
C 2.598 -1.616 1.899 -0.03 0.69 -0.43 -0.33
C 3.298 -0.961 0.802 -1.68 1.46 1.18 -0.58
C 2.961 0.428 0.530 -1.20 -0.64 1.43 0.69
H -0.516 0.856 0.385 -0.20 0.49 -0.78 -0.46
H -1.139 0.210 -1.162 0.54 1.28 0.29 0.24
H -3.150 2.174 -0.205 0.45 -0.78 0.24 0.47
H -3.255 0.364 -0.385 0.48 1.00 0.25 0.42
H -3.500 1.431 2.116 0.69 -0.69 -0.22 0.37
H -1.677 1.339 2.093 -0.93 -0.21 -0.46 0.19
H -1.753 -1.539 1.366 -0.21 1.04 0.03 0.10
H 0.243 0.070 -2.745 -0.58 0.42 0.57 -0.08
H 1.360 0.672 -4.214 0.01 0.46 -0.16 -0.12
H -1.640 0.797 -4.463 0.28 -0.49 -0.42 0.25
H -0.401 3.961 -4.631 0.78 0.16 0.19 -0.04
H 1.873 3.553 -4.791 -0.40 -0.14 0.26 -0.02
H 0.822 3.609 -2.168 -0.42 -0.46 1.00 0.21
H 2.830 3.124 -0.556 -1.07 -0.02 -0.04 0.51
H 1.593 4.350 -0.157 -0.20 -1.18 0.03 0.43
H 0.476 0.984 3.028 0.88 -0.64 -0.52 0.36
H 1.039 -1.480 3.553 0.78 0.18 -0.91 0.36
H 2.831 -2.688 2.091 -0.20 0.94 -0.12 0.32
H 4.040 -1.476 0.158 -0.65 0.31 0.71 0.40
H 3.395 1.037 -0.298 -0.29 -0.94 0.77 -0.13
C -9.420 -3.881 4.243 -0.03 0.04 -0.01 -1.43
C -7.928 -3.993 4.526 -0.12 0.10 -0.05 -0.30
N -7.085 -3.645 3.393 0.15 -0.19 -0.13 0.08
C -5.686 -4.000 3.593 0.13 -0.18 -0.03 -0.65
C -4.917 -3.279 4.702 0.19 0.09 0.04 -0.83
C -7.317 -2.334 2.803 -0.27 0.11 -0.15 -0.69
C -7.160 -1.107 3.705 0.09 0.20 -0.07 -0.88
H -9.708 -4.498 3.389 0.06 0.08 -0.01 0.33
H -9.987 -4.228 5.111 0.05 0.02 -0.02 0.43
H -9.725 -2.851 4.050 -0.01 -0.03 -0.03 0.30
H -7.731 -5.035 4.800 0.22 0.06 -0.07 0.43
H -7.693 -3.389 5.413 -0.04 0.00 0.13 0.24
H -5.145 -3.867 2.650 -0.16 0.12 0.00 0.32
H -5.635 -5.076 3.794 -0.19 0.00 0.03 0.38
H -4.652 -2.262 4.415 -0.03 -0.02 0.05 0.07
H -3.979 -3.805 4.899 -0.04 0.01 -0.02 0.37
H -5.472 -3.244 5.642 -0.02 -0.01 -0.05 0.31
H -8.329 -2.321 2.384 -0.01 -0.11 0.11 0.36
H -6.668 -2.215 1.929 0.11 -0.18 0.15 0.35
H -7.610 -1.250 4.689 0.01 -0.03 -0.01 0.25
H -7.653 -0.248 3.242 0.00 -0.04 0.01 0.38
H -6.113 -0.835 3.835 -0.04 -0.03 0.11 0.18
C 4.335 1.135 -3.196 0.30 -0.09 -0.03 -1.10
C 5.770 1.372 -2.742 -0.25 -0.06 -0.19 -0.83
N 6.418 0.188 -2.190 0.19 -0.01 0.34 0.35
C 7.682 0.485 -1.531 -0.03 0.02 0.14 -0.68
C 8.832 1.014 -2.393 0.25 0.00 0.03 -1.00
C 6.419 -0.992 -3.040 -0.30 -0.15 -0.09 -0.80
C 7.079 -0.881 -4.418 0.13 -0.19 -0.11 -1.18
H 3.722 0.749 -2.383 -0.01 -0.02 -0.16 0.19
H 3.893 2.076 -3.527 -0.03 -0.08 0.05 0.39
H 4.280 0.440 -4.036 -0.05 0.01 0.02 0.34
H 5.739 2.146 -1.968 0.23 -0.11 0.08 0.45
H 6.339 1.795 -3.582 0.05 0.09 -0.05 0.32
H 8.027 -0.409 -0.999 -0.11 -0.05 -0.12 0.37
H 7.487 1.221 -0.743 -0.15 0.04 -0.08 0.39
H 9.291 0.224 -2.987 -0.05 0.06 -0.06 0.22
H 9.617 1.419 -1.747 -0.05 0.00 -0.01 0.41
H 8.516 1.816 -3.062 -0.03 -0.06 0.02 0.27
H 5.382 -1.310 -3.186 -0.01 0.18 0.01 0.39
H 6.877 -1.826 -2.496 0.09 0.20 0.11 0.51
H 6.826 0.049 -4.928 -0.02 0.00 0.04 0.26
H 6.742 -1.704 -5.053 -0.02 0.04 0.02 0.39
H 8.165 -0.959 -4.352 -0.02 0.12 -0.05 0.29
```
Forces are in eV/Å.

Calculated values
E_LUMO, eV: 2.30
Charge: -1
Orbital gap, eV: 6.9503

Number 1: electronic energy -62947.663 eV. Number 2: electronic energy -55815.097 eV. Number 3: electronic energy -74947.345 eV.